The following is a quantum chemistry calculation of 10 unconnected molecules or ions with the total composition C24H37B3BrN11O4S, from OMol25.

The geometry in XYZ format:
```
81
Properties=species:S:1:pos:R:3:forces:R:3
Br 3.599109 -3.526327 1.926984 0.0 0.0 0.0
B 2.255407 -2.216735 2.371802 -0.2 -0.2 -0.1
O 1.723419 -2.205934 3.639614 0.7 0.3 0.2
B 1.452240 -0.920979 4.109987 -0.2 0.2 -0.2
O 1.047010 0.024074 3.195226 -0.3 -0.5 0.2
B 0.788936 -0.509382 1.934397 0.3 0.1 -0.2
C -0.534696 -0.427599 1.133932 0.5 0.4 -0.5
C -1.270670 0.911691 0.995956 -0.6 -0.1 0.1
C -1.546712 1.696408 2.281399 0.4 -0.1 -0.1
C -2.190671 0.909293 3.416109 0.0 0.4 0.2
S -3.888013 0.354615 3.058459 -0.1 0.0 -0.1
C -3.581376 -1.268630 2.519082 0.3 -0.3 0.3
N -2.833373 -2.164739 3.081666 -0.2 0.1 -0.3
N -2.879353 -3.285930 2.249166 -0.2 0.1 -0.1
C -3.666388 -2.979456 1.279084 0.1 0.1 0.1
O -4.148270 -1.715922 1.375274 -0.1 0.0 0.0
O 1.837854 -1.325130 1.441413 -0.3 -0.1 0.2
H 1.602449 -0.632467 5.249367 -0.1 -0.1 0.0
H -0.284840 -0.759720 0.120461 -0.2 -0.1 0.1
H -1.180568 -1.211984 1.544336 0.0 0.0 0.1
H -2.232440 0.714298 0.509738 0.2 0.0 -0.1
H -0.710491 1.534959 0.294308 0.0 0.1 0.1
H -0.607332 2.104917 2.669647 -0.1 0.0 0.1
H -2.188591 2.547982 2.036773 0.1 0.0 0.0
H -1.600038 0.058253 3.752431 -0.1 0.0 -0.1
H -2.302165 1.563737 4.282806 0.0 -0.1 -0.1
H -3.987988 -3.577822 0.438367 0.1 0.0 0.1
C 0.990292 -5.162361 -0.583938 0.0 0.0 0.0
C -0.015154 -4.648530 -1.505360 0.1 -0.1 0.1
N -0.790819 -4.242866 -2.245485 -0.1 0.1 -0.1
H 0.961384 -4.591961 0.342597 0.0 0.0 0.0
H 0.800118 -6.211040 -0.362451 0.0 0.0 0.0
H 1.974659 -5.050916 -1.033281 0.0 0.0 0.0
C -0.174254 -1.408605 -3.723480 0.1 0.1 -0.2
C -1.053158 -0.848564 -2.707445 0.1 -0.3 -0.1
N -1.751353 -0.444640 -1.892571 -0.2 0.2 0.0
H 0.105533 -0.627916 -4.430325 0.0 0.0 0.0
H 0.720421 -1.818191 -3.257311 0.0 0.0 0.0
H -0.691134 -2.208445 -4.250752 0.0 0.0 0.1
C 2.283537 3.131514 6.001045 0.0 0.0 0.1
C 0.914560 2.793907 5.640039 0.2 0.0 -0.1
N -0.146703 2.524229 5.304584 -0.2 0.0 0.1
H 2.520016 2.740620 6.989011 0.0 0.0 0.0
H 2.969501 2.701873 5.274204 0.0 0.0 0.0
H 2.413227 4.211826 6.002791 0.0 0.0 0.0
C 6.026758 -2.970463 -1.312726 0.0 0.0 0.0
C 4.645162 -3.255608 -1.672175 0.1 0.0 0.0
N 3.557530 -3.477532 -1.954204 -0.2 0.0 -0.1
H 6.329013 -3.608012 -0.483895 0.0 0.0 0.0
H 6.677452 -3.156450 -2.165036 0.0 0.0 0.0
H 6.119817 -1.929229 -1.010169 0.0 0.0 0.0
C -3.116187 1.938435 -5.060292 -0.1 0.0 0.0
C -1.673615 1.877953 -5.245701 -0.1 0.0 0.0
N -0.539147 1.844798 -5.413963 0.1 0.0 -0.1
H -3.351264 2.484553 -4.149056 0.0 0.0 0.0
H -3.556602 2.454481 -5.910931 -0.1 0.0 0.1
H -3.526215 0.932815 -4.987950 0.0 0.0 0.0
C 5.273620 3.044767 2.531573 0.1 0.0 0.0
C 5.205404 4.011489 3.619179 0.0 0.0 0.0
N 5.153909 4.766335 4.481148 0.0 0.0 0.1
H 6.237660 2.538635 2.550177 0.0 0.0 0.0
H 4.472965 2.314553 2.630299 0.0 0.0 0.0
H 5.154644 3.557455 1.581662 0.0 0.0 0.0
C -1.648541 3.748668 -8.685426 0.0 0.0 0.0
C -2.863763 4.151040 -7.988921 0.0 0.0 0.0
N -3.813319 4.452800 -7.419736 0.0 0.0 0.0
H -1.870599 2.936825 -9.375357 0.0 0.0 0.0
H -1.247509 4.592147 -9.244107 0.0 0.0 0.0
H -0.908138 3.409418 -7.961961 0.0 0.0 0.0
C 3.335459 5.736454 -0.625388 0.0 0.0 0.0
C 2.880959 4.884815 0.466013 0.0 0.1 -0.1
N 2.524277 4.221249 1.329355 0.0 -0.2 0.1
H 4.193788 5.283476 -1.118318 0.0 0.0 0.0
H 2.535070 5.861479 -1.352068 0.0 0.0 0.0
H 3.620425 6.712126 -0.236412 0.0 0.0 0.0
C -7.020070 -5.938849 0.882812 0.0 0.0 0.0
C -5.911558 -5.574110 0.011372 -0.1 -0.1 0.1
N -5.030757 -5.287717 -0.663365 0.1 0.0 -0.1
H -6.935651 -5.402760 1.826576 0.0 0.0 0.0
H -7.964651 -5.680623 0.408110 0.0 0.0 0.0
H -6.998296 -7.009109 1.078411 0.0 0.0 0.0
```
Forces are in eV/Å.

As for the calculated total energy: -4886.97153 Ha. The LUMO energy is 0.1 eV. The structure (SMILES) is BrB1OBOB(CCCCSc2nnco2)O1.CC#N.CC#N.CC#N.CC#N.CC#N.CC#N.CC#N.CC#N.CC#N.